1.
{"formula": "C22H19BiN8O6S", "method": "ωB97M-V/def2-TZVPD", "species": ["Bi", "O", "C", "N", "C", "C", "C", "C", "C", "C", "N", "C", "C", "C", "C", "C", "N", "H", "H", "H", "H", "H", "H", "H", "H", "H", "H", "O", "C", "C", "C", "N", "C", "C", "C", "O", "O", "C", "O", "O", "H", "H", "H", "C", "C", "N", "N", "C", "S", "N", "N", "H", "H", "H", "H", "H", "H"], "positions_angstrom": [[0.2301, -0.4175, 0.5195], [-2.6794, 1.1283, 3.3060], [-1.7707, 0.5087, 2.7728], [-1.6172, 0.3375, 1.4368], [-2.3432, 1.2863, 0.6174], [-1.4766, 2.4845, 0.2841], [-2.0269, 3.6566, -0.2209], [-1.1857, 4.6997, -0.5528], [0.1823, 4.5502, -0.3642], [0.6409, 3.3517, 0.1467], [-0.1661, 2.3411, 0.4637], [-0.7017, -0.0907, 3.6499], [-0.9728, -0.3866, 4.9766], [0.0512, -0.8948, 5.7549], [1.3064, -1.0691, 5.1910], [1.4854, -0.7378, 3.8605], [0.4994, -0.2571, 3.1082], [-3.2363, 1.6182, 1.1484], [-2.6717, 0.8181, -0.3155], [-3.0977, 3.7382, -0.3464], [-1.5867, 5.6208, -0.9549], [0.8766, 5.3410, -0.6085], [1.7011, 3.1872, 0.3061], [-1.9680, -0.2095, 5.3562], [-0.1236, -1.1555, 6.7901], [2.1336, -1.4610, 5.7653], [2.4449, -0.8685, 3.3747], [-3.8570, -4.0479, -2.8580], [-3.0125, -3.2972, -2.1234], [-2.5519, -3.6960, -0.8711], [-1.6945, -2.8514, -0.1996], [-1.3167, -1.6892, -0.7127], [-1.7200, -1.3178, -1.9244], [-2.5836, -2.0873, -2.6685], [-1.1110, -0.0211, -2.4366], [-1.4645, 0.4207, -3.5136], [-0.2098, 0.4649, -1.6565], [-1.0817, -3.2095, 1.1462], [-1.4351, -4.2276, 1.7035], [-0.1716, -2.3849, 1.5380], [-4.0734, -4.8563, -2.3805], [-2.8303, -4.6321, -0.4054], [-2.9013, -1.7553, -3.6454], [4.3884, 1.8318, -3.0821], [4.0808, 0.5925, -2.3331], [4.7846, 0.0962, -1.3631], [4.0928, -1.0214, -0.9875], [2.9800, -1.2396, -1.7038], [1.8758, -2.4940, -1.5818], [2.9721, -0.1775, -2.5718], [2.0424, 0.0905, -3.5749], [5.4597, 2.0120, -3.0534], [3.8753, 2.6842, -2.6350], [4.0448, 1.7415, -4.1102], [4.4537, -1.6395, -0.2827], [1.8657, -0.7863, -4.0572], [1.1713, 0.3776, -3.1212]], "forces_ev_per_a": [[-0.03, -0.21, -0.04], [-0.03, 0.02, -0.01], [-0.02, 0.01, 0.06], [0.08, 0.08, -0.09], [-0.11, 0.02, -0.01], [-0.01, 0.00, -0.04], [0.03, -0.02, 0.03], [0.03, 0.02, -0.01], [-0.02, -0.03, 0.01], [0.04, 0.06, -0.04], [0.03, -0.03, 0.02], [-0.05, -0.03, 0.03], [0.02, 0.02, -0.06], [-0.02, -0.01, 0.02], [0.04, 0.00, -0.04], [-0.02, -0.01, 0.03], [0.06, 0.01, -0.02], [0.01, -0.01, -0.01], [0.03, -0.01, 0.01], [-0.03, -0.01, -0.01], [-0.01, 0.01, 0.01], [0.01, 0.02, 0.00], [0.00, 0.00, 0.00], [0.00, 0.00, 0.01], [0.00, 0.01, 0.01], [0.00, -0.01, 0.01], [0.02, -0.01, 0.00], [0.03, 0.03, 0.03], [-0.01, -0.02, -0.04], [0.00, 0.10, 0.01], [-0.13, -0.03, 0.09], [0.18, -0.08, 0.00], [-0.07, 0.10, -0.03], [0.00, 0.01, 0.07], [-0.02, -0.11, 0.05], [0.03, -0.02, -0.09], [-0.09, 0.18, 0.07], [0.14, -0.19, -0.13], [-0.07, 0.03, 0.02], [-0.02, 0.09, 0.14], [-0.02, -0.03, 0.00], [0.00, -0.02, -0.01], [0.01, -0.01, -0.02], [0.01, 0.04, -0.03], [0.14, 0.06, 0.07], [0.05, 0.08, -0.07], [-0.11, -0.01, -0.05], [-0.13, -0.04, -0.07], [0.07, 0.11, -0.01], [-0.09, -0.11, 0.11], [-0.02, -0.08, 0.06], [0.00, 0.02, 0.02], [-0.02, 0.00, -0.01], [0.02, -0.02, 0.00], [0.01, 0.00, 0.01], [-0.03, 0.02, -0.01], [0.09, 0.03, -0.04]], "homo_lumo_gap_ev": 8.69, "total_energy_ha": -2352.1829}

***

2.
{"formula": "C22H19Br", "method": "ωB97M-V/def2-TZVPD", "species": ["Br", "C", "C", "C", "C", "C", "C", "C", "C", "C", "C", "C", "C", "C", "C", "C", "C", "C", "C", "C", "C", "C", "C", "H", "H", "H", "H", "H", "H", "H", "H", "H", "H", "H", "H", "H", "H", "H", "H", "H", "H", "H"], "positions_angstrom": [[2.1266, -4.3912, 1.3067], [3.0104, -2.6461, 0.7762], [2.0038, -1.9697, -0.1639], [1.4333, -0.6818, 0.2970], [0.1047, -0.2853, -0.4059], [-1.1309, -0.6991, -0.0728], [-2.2625, -0.2465, -0.7156], [-2.2099, 0.6688, -1.7676], [-3.3776, 1.3970, -2.1682], [-4.4706, 1.7130, -1.3301], [-5.4133, 2.6702, -1.6447], [-5.4922, 3.1783, -2.9625], [-4.5006, 2.8330, -3.8593], [-3.4927, 1.9689, -3.4506], [-0.9376, 0.9090, -2.2885], [0.1774, 0.4609, -1.6157], [1.2006, -0.7475, 1.8347], [2.4957, -0.9388, 2.5605], [2.8940, -0.0672, 3.6267], [4.2013, -0.1722, 4.0918], [5.0329, -1.1190, 3.6246], [4.6187, -1.9990, 2.5484], [3.3749, -1.8533, 2.0143], [3.9051, -2.8460, 0.1391], [2.6013, -1.7816, -1.0587], [1.1839, -2.6543, -0.4345], [2.1420, 0.1142, 0.1146], [-1.4464, -1.3012, 0.7859], [-3.1743, -0.6437, -0.2395], [-4.5688, 1.3124, -0.3352], [-6.1574, 2.9287, -0.9748], [-6.2555, 3.7703, -3.3002], [-4.6541, 3.2144, -4.8760], [-2.6793, 1.5502, -4.1641], [-0.7556, 1.5399, -3.1483], [1.0868, 0.9114, -2.0155], [0.6609, -1.6803, 2.1664], [0.4864, 0.1294, 2.0368], [2.3042, 0.6794, 3.9528], [4.5968, 0.5842, 4.7603], [5.9943, -1.0023, 4.0695], [5.3434, -2.8076, 2.2858]], "forces_ev_per_a": [[0.74, 0.39, 0.02], [-0.29, -0.10, -0.02], [0.33, -0.79, -1.32], [-1.93, 0.67, 1.39], [3.04, 0.30, -1.89], [-1.91, -0.86, 1.43], [-0.75, 0.12, 0.14], [0.39, -1.40, 0.81], [-2.71, 1.83, -1.40], [0.74, 0.31, 0.77], [0.55, -0.52, -2.90], [2.25, -1.55, 1.72], [-0.48, -0.27, -0.24], [2.39, -1.50, -1.28], [-0.06, 0.16, 0.32], [0.30, 0.34, 0.54], [-1.73, -0.19, 0.07], [-0.26, 3.09, 1.17], [1.94, -3.64, -2.62], [-1.56, 1.37, 0.30], [-0.02, -1.52, -1.90], [2.76, 0.35, 2.65], [0.03, -0.95, -0.92], [-0.60, -0.49, 1.10], [-0.41, -0.04, -0.38], [0.46, 0.20, 0.08], [0.21, 0.39, 0.03], [1.12, -0.10, -0.07], [0.07, 0.72, -0.77], [0.40, -0.24, 0.27], [-1.31, 0.35, 1.40], [-1.87, 1.57, -0.42], [0.67, -0.40, 0.27], [-1.56, 1.27, 0.83], [-0.30, 0.13, 0.04], [0.30, -0.67, 0.41], [-0.22, 0.75, -0.93], [1.56, -1.07, 0.60], [-2.22, 2.31, 0.98], [-0.18, -0.14, 0.26], [0.97, -1.00, -0.28], [-0.85, 0.83, -0.28]], "smiles": "Br[C@H]1C[C@@H](c2ccc(-c3ccccc3)cc2)Cc2ccccc21", "homo_lumo_gap_ev": 8.83, "total_energy_ha": -3423.7020}

***

3.
{"formula": "C22H19Br2O4Zn", "method": "ωB97M-V/def2-TZVPD", "species": ["C", "C", "C", "O", "C", "O", "C", "C", "C", "C", "C", "C", "C", "C", "C", "O", "O", "H", "H", "H", "H", "H", "H", "H", "H", "H", "H", "H", "H", "Br", "Zn", "Br", "C", "C", "C", "C", "C", "C", "C", "C", "C", "H", "H", "H", "H", "H", "H", "H"], "positions_angstrom": [[3.1321, -3.2790, -1.7051], [3.3844, -2.9451, -0.2424], [4.7051, -3.5456, 0.2359], [3.4345, -1.5201, -0.0090], [2.2473, -0.8349, -0.0744], [2.2594, 0.3773, -0.0881], [1.0002, -1.6428, -0.0858], [-0.1922, -1.0064, -0.2747], [-1.4723, -1.6778, -0.4054], [-1.5911, -2.9356, -1.0531], [-2.8064, -3.6120, -1.0811], [-3.9410, -3.0648, -0.4661], [-3.8602, -1.7883, 0.1040], [-2.6569, -1.0846, 0.0850], [1.0977, -3.0375, 0.4327], [0.1587, -3.7358, 0.7443], [2.3696, -3.5254, 0.6148], [2.1823, -2.8652, -2.0687], [3.9599, -2.8679, -2.2972], [3.1262, -4.3725, -1.8123], [4.8346, -3.3457, 1.3020], [4.6790, -4.6254, 0.0747], [5.5292, -3.1058, -0.3263], [-0.1339, 0.0706, -0.4354], [-0.7115, -3.3625, -1.5394], [-2.8463, -4.5816, -1.5747], [-4.8760, -3.6253, -0.4451], [-4.7407, -1.3427, 0.5688], [-2.5850, -0.0743, 0.4912], [3.9470, 5.2580, 0.0308], [2.7357, 4.3295, -1.6022], [0.8635, 4.0533, -2.8435], [0.4161, 4.2194, 1.4878], [0.8463, 2.8675, 1.4930], [-0.2511, 2.0591, 1.1123], [-1.3940, 2.9017, 0.8934], [-0.9437, 4.2754, 1.0872], [-1.8227, 5.3524, 0.9318], [-3.1680, 5.0947, 0.6428], [-3.6356, 3.7648, 0.5631], [-2.7571, 2.6733, 0.6506], [1.0231, 5.0985, 1.6801], [1.8446, 2.4984, 1.7055], [-0.2555, 0.9841, 1.0278], [-1.4396, 6.3644, 1.0485], [-3.8706, 5.9230, 0.5053], [-4.6942, 3.5795, 0.3782], [-3.1306, 1.6595, 0.5385]], "forces_ev_per_a": [[0.02, 0.02, -0.05], [-0.05, 0.06, 0.82], [-0.40, 0.32, 0.03], [-0.26, -0.63, -0.28], [0.01, 1.53, 0.00], [0.28, -1.49, -0.15], [-0.27, -0.08, 0.55], [1.06, -0.50, -0.73], [-1.42, -0.72, -0.34], [-0.16, 0.56, 0.19], [0.18, 0.24, 0.01], [0.42, 0.32, 0.05], [-0.04, -0.29, -0.19], [0.72, -0.07, 0.08], [-0.79, -0.77, 0.06], [1.19, 0.50, 0.13], [0.01, 0.50, -0.75], [0.27, -0.11, 0.07], [-0.27, -0.08, 0.08], [-0.07, 0.33, -0.03], [-0.01, 0.02, -0.16], [0.02, 0.12, 0.01], [-0.03, -0.03, 0.05], [-0.08, -0.16, -0.02], [-0.36, 0.07, 0.19], [-0.11, 0.19, 0.12], [0.22, 0.18, -0.02], [0.25, -0.06, -0.19], [-0.08, -0.44, 0.02], [0.42, -0.03, -0.13], [-1.12, 0.04, 0.46], [0.51, -0.10, -0.06], [0.55, -0.05, -0.32], [-1.06, 0.46, -0.53], [-0.40, 0.38, 0.07], [0.78, 0.15, 0.28], [0.35, -0.66, 0.37], [-0.82, -0.28, -0.25], [0.53, 0.28, 0.31], [0.36, -0.69, -0.33], [-0.40, 0.84, -0.04], [0.04, -0.15, 0.07], [-0.12, 0.11, 0.04], [0.05, 0.18, 0.41], [-0.18, -0.02, -0.04], [0.21, -0.26, 0.09], [0.18, 0.05, 0.01], [-0.17, 0.23, 0.04]], "total_charge": -1, "homo_lumo_gap_ev": 3.87, "total_energy_ha": -8078.1739}